--- w ---
DFT (the ωB97M-V functional and the def2-TZVPD basis) results for a 2-piece molecular cluster, C5H14 overall.

Last column: Löwdin charge in e.
CARTESIAN COORDINATES (ANGSTROEM)
C: -1.44 -0.14 2.29  -0.12
C: -0.74 0.44 1.00  -0.32
C: -1.02 1.93 0.66  -0.11
H: -1.47 -1.19 2.30  0.04
H: -2.51 0.20 2.38  0.08
H: -1.01 0.24 3.20  0.05
H: 0.39 0.24 1.09  0.11
H: -1.12 -0.23 0.19  0.08
H: -0.29 2.26 0.02  0.02
H: -2.05 1.97 0.11  0.11
H: -0.85 2.47 1.57  0.06
C: 1.27 -0.91 -1.11  -0.17
C: 1.79 -1.24 -2.49  -0.16
H: 1.01 0.17 -0.97  0.07
H: 0.27 -1.31 -1.21  0.05
H: 1.92 -1.35 -0.41  0.06
H: 2.42 -0.34 -2.81  0.09
H: 0.99 -1.19 -3.15  0.04
H: 2.42 -2.02 -2.64  0.03

The spin multiplicity is 1. For the HOMO energy, the calculation gives -11.0 eV. As for the SMILES: CCC.CC. As for the molar mass: 74.17 g/mol.


--- x ---
DFT (the ωB97M-V functional and the def2-TZVPD basis) results for a 2-piece molecular cluster, C5H14 overall.

Last column: Löwdin charge in e.
CARTESIAN COORDINATES (ANGSTROEM)
C: -1.13 -2.37 -0.79  -0.14
C: 0.02 -2.51 0.36  -0.29
C: 1.16 -1.46 0.11  -0.14
H: -1.36 -3.31 -1.36  0.05
H: -2.07 -1.82 -0.38  0.08
H: -0.61 -1.67 -1.62  0.08
H: 0.39 -3.50 0.27  0.06
H: -0.60 -2.30 1.33  0.11
H: 0.63 -0.54 -0.56  0.10
H: 2.08 -1.81 -0.41  0.07
H: 1.33 -0.93 1.01  0.02
C: -0.74 2.68 0.40  -0.17
C: 0.74 2.85 -0.04  -0.16
H: -1.00 3.52 0.97  0.02
H: -1.47 2.34 -0.35  0.06
H: -0.68 1.85 1.24  0.09
H: 1.15 3.61 0.83  0.12
H: 1.32 2.01 -0.01  0.00
H: 0.85 3.34 -0.98  0.04

The spin multiplicity is 1. For the HOMO energy, the calculation gives -11.0 eV. As for the SMILES: CCC.CC. As for the molar mass: 74.17 g/mol.


Short version: w, x, most stable first.


--- w ---
DFT (the ωB97M-V functional and the def2-TZVPD basis) results for a 2-piece molecular cluster, C5H14 overall.

Last column: Löwdin charge in e.
CARTESIAN COORDINATES (ANGSTROEM)
C: 0.68 2.68 1.63  -0.19
C: 0.41 1.84 0.45  -0.34
C: 0.47 0.31 0.72  -0.10
H: 0.75 3.75 1.25  0.07
H: 1.69 2.65 2.13  0.07
H: -0.06 2.68 2.56  0.11
H: -0.55 2.02 0.02  0.08
H: 1.27 2.20 -0.25  0.14
H: 0.00 0.17 1.75  0.10
H: -0.27 0.06 0.02  0.02
H: 1.42 -0.11 0.73  0.05
C: -0.11 -2.49 -0.87  -0.11
C: -1.40 -2.19 -1.84  -0.10
H: 0.54 -1.77 -1.19  0.02
H: -0.46 -2.55 0.02  -0.02
H: 0.32 -3.47 -1.11  0.07
H: -2.17 -2.85 -1.70  0.00
H: -1.58 -1.16 -1.74  0.02
H: -1.16 -2.47 -2.98  0.10

The spin multiplicity is 1. For the HOMO energy, the calculation gives -10.9 eV. As for the SMILES: CCC.CC. As for the molar mass: 74.17 g/mol.


--- x ---
DFT (the ωB97M-V functional and the def2-TZVPD basis) results for a 2-piece molecular cluster, C5H14 overall.

Last column: Löwdin charge in e.
CARTESIAN COORDINATES (ANGSTROEM)
C: -2.76 0.91 -1.13  -0.14
C: -2.03 0.12 -0.06  -0.33
C: -2.56 0.46 1.32  -0.13
H: -2.63 1.97 -0.92  0.07
H: -3.85 0.76 -1.08  0.07
H: -2.50 0.66 -2.16  0.07
H: -0.98 0.43 -0.11  0.09
H: -2.16 -0.94 -0.27  0.10
H: -2.27 -0.25 2.09  0.07
H: -2.27 1.49 1.56  0.07
H: -3.65 0.56 1.23  0.07
C: 3.83 -1.43 -0.03  -0.18
C: 3.13 -0.08 -0.08  -0.18
H: 4.25 -1.80 -0.96  0.06
H: 3.14 -2.23 0.24  0.06
H: 4.57 -1.42 0.78  0.06
H: 2.34 -0.08 -0.85  0.06
H: 2.71 0.12 0.90  0.06
H: 3.70 0.76 -0.48  0.06

The spin multiplicity is 1. For the HOMO energy, the calculation gives -11.5 eV. As for the SMILES: CCC.CC. As for the molar mass: 74.17 g/mol.


Short version: x, w, most stable first.


--- w ---
DFT (the ωB97M-V functional and the def2-TZVPD basis) results for a 2-piece molecular cluster, C5H14 overall.

Last column: Löwdin charge in e.
CARTESIAN COORDINATES (ANGSTROEM)
C: -0.02 1.91 1.76  -0.13
C: -0.36 1.24 0.42  -0.32
C: -1.67 0.48 0.49  -0.12
H: -0.91 2.37 2.18  0.07
H: 0.40 1.20 2.47  0.07
H: 0.74 2.68 1.64  0.07
H: -0.33 2.02 -0.35  0.10
H: 0.47 0.59 0.11  0.07
H: -1.98 0.24 1.51  0.07
H: -2.51 1.02 0.07  0.07
H: -1.62 -0.48 -0.03  0.06
C: 0.71 -1.58 -1.98  -0.16
C: 1.27 -1.90 -0.59  -0.18
H: 0.09 -0.69 -1.91  0.05
H: 1.48 -1.58 -2.76  0.06
H: 0.04 -2.39 -2.24  0.06
H: 2.07 -1.23 -0.28  0.05
H: 1.63 -2.91 -0.45  0.06
H: 0.47 -1.70 0.13  0.05

The spin multiplicity is 1. For the HOMO energy, the calculation gives -11.3 eV. As for the SMILES: CCC.CC. As for the molar mass: 74.17 g/mol.


--- x ---
DFT (the ωB97M-V functional and the def2-TZVPD basis) results for a 2-piece molecular cluster, C5H14 overall.

Last column: Löwdin charge in e.
CARTESIAN COORDINATES (ANGSTROEM)
C: 0.19 -2.00 1.17  -0.12
C: 0.74 -0.62 1.55  -0.29
C: 1.83 -0.18 0.53  -0.12
H: 0.24 -2.17 0.09  0.06
H: -0.85 -2.14 1.48  0.06
H: 0.77 -2.83 1.58  0.07
H: -0.08 0.08 1.46  0.06
H: 1.21 -0.61 2.52  0.09
H: 2.81 -0.20 1.03  0.06
H: 1.91 -0.78 -0.37  0.06
H: 1.71 0.89 0.35  0.05
C: -1.36 1.45 -0.80  -0.17
C: -1.32 1.25 -2.31  -0.16
H: -2.32 1.14 -0.38  0.07
H: -0.55 1.06 -0.18  0.02
H: -1.28 2.53 -0.57  0.07
H: -1.22 0.20 -2.57  0.06
H: -0.55 1.89 -2.75  0.06
H: -2.27 1.54 -2.75  0.06

The spin multiplicity is 1. For the HOMO energy, the calculation gives -11.4 eV. As for the SMILES: CCC.CC. As for the molar mass: 74.17 g/mol.


Short version: w, x, most stable first.


--- w ---
DFT (the ωB97M-V functional and the def2-TZVPD basis) results for a 2-piece molecular cluster, C5H14 overall.

Last column: Löwdin charge in e.
CARTESIAN COORDINATES (ANGSTROEM)
C: 0.05 1.89 -1.23  -0.13
C: -1.29 1.51 -0.59  -0.30
C: -1.54 0.02 -0.77  -0.12
H: 0.15 2.95 -1.49  0.07
H: 0.88 1.56 -0.61  0.06
H: 0.16 1.39 -2.19  0.06
H: -2.15 2.04 -0.98  0.09
H: -1.19 1.89 0.43  0.10
H: -1.22 -0.42 -1.71  0.07
H: -2.55 -0.29 -0.50  0.07
H: -0.91 -0.51 -0.04  0.03
C: 1.68 -1.30 0.65  -0.17
C: 0.73 -1.68 1.79  -0.17
H: 2.26 -0.43 0.93  0.06
H: 2.34 -2.15 0.45  0.06
H: 1.17 -1.16 -0.30  0.04
H: 1.26 -2.10 2.64  0.06
H: 0.14 -0.82 2.12  0.06
H: 0.02 -2.41 1.41  0.06

The spin multiplicity is 1. For the HOMO energy, the calculation gives -11.1 eV. As for the SMILES: CCC.CC. As for the molar mass: 74.17 g/mol.


--- x ---
DFT (the ωB97M-V functional and the def2-TZVPD basis) results for a 2-piece molecular cluster, C5H14 overall.

Last column: Löwdin charge in e.
CARTESIAN COORDINATES (ANGSTROEM)
C: 0.46 0.89 -1.13  -0.14
C: 2.00 0.97 -0.93  -0.28
C: 2.43 1.43 0.58  -0.09
H: 0.24 0.35 -2.12  0.08
H: -0.11 0.34 -0.25  0.08
H: -0.08 1.81 -1.28  0.04
H: 2.42 1.65 -1.62  0.06
H: 2.49 -0.02 -1.13  0.10
H: 1.75 2.23 0.84  0.05
H: 3.50 1.71 0.40  0.07
H: 2.42 0.55 1.15  0.03
C: -1.67 -1.80 0.95  -0.21
C: -3.01 -1.31 0.49  -0.17
H: -1.20 -1.03 1.54  0.04
H: -1.62 -2.71 1.66  0.09
H: -1.11 -2.17 0.07  0.07
H: -3.67 -1.30 1.37  0.08
H: -2.97 -0.46 -0.08  0.03
H: -3.32 -2.04 -0.29  0.07

The spin multiplicity is 1. For the HOMO energy, the calculation gives -10.9 eV. As for the SMILES: CCC.CC. As for the molar mass: 74.17 g/mol.


--- y ---
DFT (the ωB97M-V functional and the def2-TZVPD basis) results for a 2-piece molecular cluster, C5H14 overall.

Last column: Löwdin charge in e.
CARTESIAN COORDINATES (ANGSTROEM)
C: 2.01 -1.08 -0.13  -0.10
C: 0.78 -1.38 0.82  -0.31
C: 0.72 -0.33 1.89  -0.16
H: 2.13 -2.01 -0.76  0.08
H: 2.88 -0.85 0.53  0.08
H: 1.85 -0.33 -0.84  0.03
H: -0.16 -1.46 0.30  0.08
H: 0.90 -2.30 1.40  0.10
H: -0.26 -0.04 2.11  0.05
H: 1.47 -0.41 2.66  0.08
H: 0.86 0.67 1.49  0.06
C: -0.98 0.87 -1.32  -0.17
C: -2.27 1.68 -1.01  -0.15
H: -0.40 1.13 -2.18  0.05
H: -0.50 0.64 -0.38  0.02
H: -1.40 -0.12 -1.65  0.07
H: -2.88 0.92 -0.52  0.06
H: -2.77 1.93 -2.04  0.10
H: -1.99 2.46 -0.36  0.04

The spin multiplicity is 1. For the HOMO energy, the calculation gives -10.9 eV. As for the SMILES: CCC.CC. As for the molar mass: 74.17 g/mol.


Short version: w, x, y, most stable first.


--- w ---
DFT (the ωB97M-V functional and the def2-TZVPD basis) results for a 2-piece molecular cluster, C5H14 overall.

Last column: Löwdin charge in e.
CARTESIAN COORDINATES (ANGSTROEM)
C: -0.64 3.06 -0.07  -0.12
C: 0.13 1.73 0.19  -0.32
C: -0.37 1.04 1.46  -0.13
H: -0.19 3.86 0.50  0.06
H: -1.67 2.92 0.25  0.06
H: -0.62 3.30 -1.13  0.06
H: -0.06 1.12 -0.70  0.09
H: 1.17 2.02 0.28  0.09
H: 0.37 0.30 1.72  0.05
H: -0.44 1.72 2.30  0.07
H: -1.36 0.63 1.26  0.08
C: 0.13 -2.28 -0.19  -0.16
C: 0.80 -3.11 -1.31  -0.16
H: 0.65 -1.33 -0.05  0.04
H: -0.92 -2.12 -0.42  0.06
H: 0.16 -2.84 0.74  0.06
H: 1.54 -2.54 -1.87  0.06
H: 0.03 -3.46 -2.00  0.06
H: 1.31 -4.01 -0.96  0.05

The spin multiplicity is 1. For the HOMO energy, the calculation gives -11.4 eV. As for the SMILES: CCC.CC. As for the molar mass: 74.17 g/mol.


--- x ---
DFT (the ωB97M-V functional and the def2-TZVPD basis) results for a 2-piece molecular cluster, C5H14 overall.

Last column: Löwdin charge in e.
CARTESIAN COORDINATES (ANGSTROEM)
C: 0.73 0.38 1.24  -0.13
C: -0.24 1.52 0.74  -0.21
C: -0.70 2.47 2.07  -0.06
H: 1.59 1.00 1.38  0.06
H: 0.86 -0.33 0.42  0.02
H: 0.59 -0.24 2.12  0.06
H: 0.28 1.93 -0.15  0.10
H: -1.14 1.07 0.35  0.06
H: -0.38 2.08 3.11  0.10
H: -0.42 3.38 1.86  -0.02
H: -1.74 2.48 2.17  0.03
C: 0.08 -2.69 -2.08  -0.17
C: -0.02 -1.20 -1.80  -0.17
H: -0.16 -2.99 -3.09  0.05
H: 1.07 -3.20 -1.88  0.08
H: -0.54 -3.32 -1.41  0.07
H: 0.70 -0.56 -2.40  0.09
H: -0.96 -0.71 -1.81  0.06
H: 0.42 -1.04 -0.85  -0.01

The spin multiplicity is 1. For the HOMO energy, the calculation gives -10.9 eV. As for the SMILES: CCC.CC. As for the molar mass: 74.17 g/mol.


Short version: w, x, most stable first.


--- w ---
DFT (the ωB97M-V functional and the def2-TZVPD basis) results for a 2-piece molecular cluster, C5H14 overall.

Last column: Löwdin charge in e.
CARTESIAN COORDINATES (ANGSTROEM)
C: 1.27 -0.51 -1.75  -0.20
C: 0.06 -1.23 -1.22  -0.31
C: 0.70 -2.31 -0.21  -0.11
H: 2.00 -1.28 -2.36  0.14
H: 1.81 0.00 -0.96  0.05
H: 1.04 0.34 -2.42  0.06
H: -0.65 -0.58 -0.62  0.10
H: -0.41 -1.66 -2.13  0.10
H: 1.75 -2.07 -0.18  0.04
H: 0.40 -2.08 0.83  0.06
H: 0.41 -3.33 -0.54  0.07
C: -1.46 2.21 0.92  -0.16
C: -0.55 1.43 1.79  -0.18
H: -0.96 2.86 0.32  0.02
H: -2.34 1.65 0.43  0.10
H: -2.10 2.84 1.58  0.07
H: 0.40 1.08 1.56  0.04
H: -0.99 0.66 2.25  0.02
H: -0.37 1.97 2.73  0.08

The spin multiplicity is 1. For the HOMO energy, the calculation gives -11.0 eV. As for the SMILES: CCC.CC. As for the molar mass: 74.17 g/mol.


--- x ---
DFT (the ωB97M-V functional and the def2-TZVPD basis) results for a 2-piece molecular cluster, C5H14 overall.

Last column: Löwdin charge in e.
CARTESIAN COORDINATES (ANGSTROEM)
C: 0.85 -1.68 1.88  -0.12
C: 1.21 -0.52 0.95  -0.29
C: 2.69 -0.39 0.40  -0.08
H: 1.81 -2.17 2.24  0.08
H: 0.31 -1.11 2.75  0.10
H: 0.18 -2.38 1.44  0.04
H: 0.40 -0.60 0.29  0.04
H: 1.19 0.46 1.43  0.09
H: 3.03 -1.32 0.35  0.01
H: 2.77 0.06 -0.57  0.06
H: 3.30 0.20 1.06  0.06
C: -1.53 1.06 -1.53  -0.16
C: -3.08 1.45 -1.63  -0.16
H: -1.45 0.04 -1.13  0.05
H: -1.07 1.12 -2.51  0.05
H: -1.19 1.89 -0.85  0.07
H: -3.50 0.83 -0.77  0.08
H: -3.35 1.00 -2.58  0.04
H: -3.32 2.49 -1.56  0.04

The spin multiplicity is 1. For the HOMO energy, the calculation gives -10.7 eV. As for the SMILES: CCC.CC. As for the molar mass: 74.17 g/mol.


--- y ---
DFT (the ωB97M-V functional and the def2-TZVPD basis) results for a 2-piece molecular cluster, C5H14 overall.

Last column: Löwdin charge in e.
CARTESIAN COORDINATES (ANGSTROEM)
C: -1.48 -0.86 0.03  -0.13
C: -2.27 0.42 -0.18  -0.32
C: -1.54 1.70 0.25  -0.12
H: -1.12 -0.92 1.06  0.07
H: -2.09 -1.77 -0.03  0.07
H: -0.62 -0.96 -0.63  0.06
H: -3.18 0.37 0.42  0.10
H: -2.60 0.53 -1.21  0.10
H: -1.59 1.87 1.32  0.07
H: -2.06 2.56 -0.19  0.07
H: -0.52 1.76 -0.13  0.05
C: 2.51 -1.29 -0.38  -0.16
C: 2.23 0.10 0.18  -0.16
H: 1.61 -1.86 -0.59  0.05
H: 3.10 -1.24 -1.29  0.06
H: 3.17 -1.84 0.30  0.06
H: 1.17 0.26 0.40  0.02
H: 2.54 0.93 -0.46  0.06
H: 2.74 0.24 1.13  0.06

The spin multiplicity is 1. For the HOMO energy, the calculation gives -11.5 eV. As for the SMILES: CCC.CC. As for the molar mass: 74.17 g/mol.


Short version: y, x, w, most stable first.